Entry 1:
The following is a quantum chemistry calculation of C36H39AsI2N3O3RuSSi2 as an isolated structure, from OMol25.

Geometry as XYZ:
```
88
Properties=species:S:1:pos:R:3:mulliken_spin:R:1
Ru 0.085 0.005 -0.024 0.33
I 5.191 1.114 0.443 0.00
C 3.756 0.588 1.851 0.01
C 4.092 0.584 3.205 0.00
C 3.170 0.298 4.182 0.01
I 3.783 0.306 6.179 0.00
C 1.829 0.019 3.826 -0.02
C 0.788 -0.273 4.733 0.00
C -0.471 -0.531 4.268 -0.01
C -0.724 -0.481 2.894 0.00
N 0.216 -0.197 2.021 -0.02
C 1.494 0.034 2.451 0.01
C 2.464 0.286 1.419 0.02
O 2.113 0.244 0.180 -0.03
H 5.114 0.811 3.481 0.00
H 1.001 -0.287 5.793 0.00
H -1.282 -0.762 4.944 0.00
H -1.713 -0.651 2.490 0.01
O 0.167 0.260 -2.083 -0.11
C 0.325 1.344 -2.765 -0.01
C 0.515 1.212 -4.169 0.00
C 0.655 2.291 -4.999 0.00
C 0.621 3.593 -4.487 0.00
C 0.452 3.756 -3.133 0.00
C 0.300 2.673 -2.251 0.00
C 0.094 2.941 -0.838 0.00
N -0.029 2.067 0.151 0.00
C -0.225 2.774 1.315 0.01
C -0.217 4.100 1.039 0.00
N -0.021 4.193 -0.319 0.00
H 0.531 0.205 -4.565 0.00
H 0.796 2.132 -6.062 0.00
H 0.741 4.451 -5.134 0.00
H 0.445 4.770 -2.749 0.00
H -0.368 2.282 2.260 0.00
H -0.332 4.965 1.665 0.00
H 0.036 5.043 -0.846 0.00
C -0.107 -5.752 0.346 0.01
Si -0.992 -4.299 -0.454 -0.02
C -2.559 -4.004 0.547 0.01
C -1.450 -4.714 -2.236 0.06
As 0.383 -2.382 -0.391 0.72
Si 2.076 -2.893 -1.958 -0.03
C 3.546 -1.762 -1.734 0.01
C 1.310 -2.656 -3.663 0.07
C 2.653 -4.677 -1.783 0.01
H -0.739 -6.642 0.283 0.00
H 0.072 -5.544 1.403 0.00
H 0.852 -5.980 -0.117 0.00
H -3.095 -4.949 0.676 0.00
H -3.228 -3.299 0.057 0.00
H -2.325 -3.607 1.537 0.00
H -2.272 -5.435 -2.249 0.00
H -0.607 -5.155 -2.770 0.00
H -1.760 -3.827 -2.790 -0.02
H 3.249 -0.715 -1.711 0.00
H 4.236 -1.922 -2.568 0.00
H 4.080 -1.973 -0.807 0.00
H 0.653 -1.786 -3.651 -0.02
H 0.729 -3.528 -3.966 0.00
H 2.091 -2.492 -4.410 0.00
H 2.922 -4.922 -0.754 0.00
H 3.548 -4.811 -2.398 0.00
H 1.907 -5.396 -2.125 0.00
O -2.199 0.417 0.236 0.00
S -3.016 -0.566 -0.553 0.00
C -4.730 -0.207 -0.184 0.00
C -5.694 -1.152 -0.496 0.00
C -7.024 -0.873 -0.221 0.00
C -7.373 0.336 0.366 0.00
C -6.395 1.268 0.687 0.00
C -5.062 0.998 0.414 0.00
C -2.998 0.001 -2.242 -0.03
C -2.855 1.353 -2.511 0.00
C -2.857 1.775 -3.829 0.00
C -3.004 0.849 -4.855 0.00
C -3.133 -0.502 -4.571 0.00
C -3.123 -0.936 -3.252 0.03
H -5.414 -2.094 -0.955 0.00
H -7.786 -1.603 -0.458 0.00
H -8.412 0.550 0.580 0.00
H -6.670 2.206 1.151 0.00
H -4.275 1.697 0.672 0.00
H -2.714 2.050 -1.694 0.00
H -2.720 2.823 -4.060 0.00
H -2.994 1.184 -5.884 0.00
H -3.220 -1.221 -5.375 0.00
H -3.198 -1.990 -3.014 -0.01
```

Properties
- Frontier orbital gap (spin up / spin down): 6.982 / 5.806 eV
- HOMO energy (spin up / spin down): -0.2494 / -0.2487 Eh
- Strongest force on any atom: 0.9 eV/Å
- Calculated total energy: -154793.658 eV
- LUMO level (spin up / spin down): 0.196 / -0.963 eV
- Charge: 0
- Energy above the lowest of the compared OMol25 structures with the same formula, charge and spin: 0.000 eV
- Multiplicity: 2



Entry 2:
The following is a quantum chemistry calculation of a 2-piece molecular cluster, C13H21N2 overall, from OMol25.

Geometry as XYZ:
```
36
Properties=species:S:1:pos:R:3:nbo_charge:R:1
C 3.229 0.141 -3.650 -0.11
C 2.191 1.053 -3.756 -0.23
C 3.148 -0.792 -2.664 -0.23
C 1.162 1.035 -2.848 -0.12
C 2.193 -0.813 -1.714 0.08
C 1.101 0.154 -1.738 -0.20
C 2.172 -1.891 -0.607 -0.45
C 1.595 -1.194 0.622 -0.25
C 0.077 0.053 -0.760 0.47
C -2.473 -0.295 -0.812 -0.58
C -1.073 1.465 3.674 -0.41
C -3.185 0.222 3.216 -0.42
C -1.304 0.653 -1.066 -0.45
N 0.274 -0.610 0.326 -0.48
N -1.759 0.286 3.321 -0.65
H 4.076 0.222 -4.412 0.25
H 2.174 1.999 -4.404 0.25
H 3.898 -1.524 -2.607 0.23
H 0.368 1.739 -2.596 0.22
H 1.410 -2.741 -0.796 0.23
H 3.190 -2.401 -0.501 0.26
H 1.569 -2.103 1.401 0.25
H 2.389 -0.515 1.072 0.24
H -2.221 -1.108 -1.557 0.21
H -3.370 0.180 -1.072 0.24
H -2.515 -0.691 0.131 0.21
H -1.462 1.894 4.583 0.17
H -0.027 1.253 3.779 0.20
H -1.316 2.262 3.011 0.19
H -3.637 0.806 4.112 0.17
H -3.543 0.682 2.268 0.19
H -3.591 -0.783 3.459 0.22
H -1.397 1.366 -0.333 0.24
H -1.335 1.119 -2.049 0.24
H -0.491 -0.749 1.005 0.46
H -1.519 -0.375 3.964 0.35
```

Properties
- Frontier orbital gap: 7.275 eV
- HOMO energy: -0.4273 Eh
- Strongest force on any atom: 4.7 eV/Å
- Calculated total energy: -16793.763 eV
- LUMO level: -4.352 eV
- Charge: +1
- Energy above the lowest of the compared OMol25 structures with the same formula, charge and spin: 3.084 eV



Entry 3:
The following is a quantum chemistry calculation of C23H41ClCoN3O5 as an isolated structure, from OMol25.

Geometry as XYZ:
```
74
Properties=species:S:1:pos:R:3:mulliken_spin:R:1
O 0.889 -0.893 -3.959 0.00
C -0.090 -0.101 -3.942 0.01
C 0.182 1.389 -4.146 0.00
C 0.574 2.187 -3.074 -0.01
H 0.508 1.763 -2.067 0.01
C 1.008 3.512 -3.316 0.00
H 1.305 4.157 -2.486 0.00
C 1.035 3.994 -4.631 0.00
H 1.318 5.036 -4.824 0.00
C 0.684 3.162 -5.698 0.00
H 0.721 3.525 -6.732 0.00
C 0.274 1.850 -5.455 0.00
H 0.019 1.162 -6.266 0.00
H -1.118 -0.526 -4.451 0.00
C -2.228 -1.465 -2.576 0.01
C -1.538 -0.164 -2.252 0.02
H -2.951 -1.345 -3.429 0.00
H -2.822 -1.853 -1.706 -0.01
H -1.542 -2.276 -2.868 0.00
C -2.239 1.005 -2.077 0.02
C -3.749 1.182 -2.028 0.02
H -1.698 1.950 -2.171 -0.01
H -4.123 1.557 -3.000 0.00
H -4.014 1.892 -1.231 0.00
H -4.241 0.234 -1.796 0.00
Co -1.842 0.094 0.139 2.67
Cl -3.806 0.208 1.021 0.06
C -1.561 0.191 3.518 0.00
O -0.944 -0.177 2.495 0.01
N -1.142 -0.037 4.789 0.00
C -0.042 -0.950 5.054 0.00
C -1.985 0.350 5.908 0.00
H -2.507 0.755 3.485 0.00
H 0.683 -0.919 4.235 0.00
H -0.399 -1.988 5.166 0.00
H 0.434 -0.643 5.993 0.00
H -2.536 1.257 5.643 0.00
H -1.356 0.537 6.787 0.00
H -2.723 -0.430 6.153 0.00
H 4.763 1.648 -2.114 0.00
H 4.224 1.048 0.503 0.00
C 3.693 1.897 -2.198 0.00
C 3.293 1.565 0.216 0.00
N 2.915 1.246 -1.145 0.00
H 3.322 1.598 -3.184 0.00
C 2.367 0.012 -1.350 0.00
O 1.935 -0.682 -0.404 0.00
H 2.491 1.257 0.895 0.00
H 2.345 -0.302 -2.423 0.00
H 3.572 2.979 -2.084 0.00
H 3.454 2.646 0.259 0.00
H 0.905 -4.777 0.810 0.00
H 2.217 -4.473 -0.971 0.00
C 0.050 -4.201 0.450 0.00
C 1.544 -3.816 -1.534 0.00
N 0.531 -3.311 -0.602 0.00
H -0.401 -3.628 1.269 0.00
C 0.014 -2.101 -0.726 0.01
O -0.866 -1.657 0.072 0.05
H 2.090 -2.965 -1.962 0.00
H 0.340 -1.519 -1.598 0.01
H -0.691 -4.917 0.058 0.00
H 1.091 -4.395 -2.353 0.00
C 0.295 3.046 1.609 0.01
C -0.870 2.692 0.684 0.01
C -1.141 3.758 -0.348 -0.01
O -0.632 1.479 0.032 0.09
H 1.210 3.228 1.025 0.00
H 0.483 2.243 2.333 0.00
H 0.076 3.955 2.188 0.00
H -1.762 2.591 1.335 0.00
H -0.321 3.840 -1.071 0.00
H -2.048 3.518 -0.901 0.00
H -1.284 4.723 0.140 0.00
```

Properties
- Frontier orbital gap (spin up / spin down): 6.023 / 6.009 eV
- HOMO energy (spin up / spin down): -0.1268 / -0.1263 Eh
- Strongest force on any atom: 2.7 eV/Å
- Calculated total energy: -89372.887 eV
- LUMO level (spin up / spin down): 2.573 / 2.572 eV
- Charge: -1
- Energy above the lowest of the compared OMol25 structures with the same formula, charge and spin: 1.765 eV
- Multiplicity: 4



Entry 4:
The following is a quantum chemistry calculation of F8N4O16S8Tl as an isolated structure, from OMol25.

Geometry as XYZ:
```
37
Properties=species:S:1:pos:R:3:nbo_charge:R:1
Tl 0.162 0.890 -0.652 1.03
N -1.762 0.302 -2.643 -1.04
S -3.241 0.024 -2.614 2.41
O -3.704 -1.265 -2.194 -0.80
O -4.100 0.722 -3.543 -0.80
F -3.451 0.912 -1.331 -0.50
S -1.633 -0.322 -4.198 2.31
O -1.820 0.729 -5.194 -0.83
O -1.974 -1.733 -4.517 -0.80
F -0.020 -0.378 -4.098 -0.49
N 2.808 -0.144 -0.441 -1.00
S 3.861 -1.129 -1.365 2.29
O 3.436 -2.482 -1.543 -0.83
O 5.335 -0.896 -1.429 -0.79
F 3.267 -0.432 -2.766 -0.51
S 3.687 -0.550 0.807 2.30
O 4.868 0.261 1.121 -0.80
O 3.756 -1.968 1.241 -0.80
F 2.637 0.032 1.951 -0.52
N 0.334 2.321 1.739 -1.06
S 1.112 3.782 2.287 2.37
O 2.358 3.599 3.043 -0.80
O 0.231 4.848 2.616 -0.85
F 1.589 4.248 0.823 -0.49
S -0.456 2.157 2.999 2.40
O -1.881 2.560 3.062 -0.78
O 0.165 2.157 4.307 -0.78
F -0.630 0.615 2.911 -0.50
N -1.370 -1.192 0.493 -0.94
S -0.828 -2.760 0.691 2.28
O -1.313 -3.774 -0.235 -0.77
O -0.375 -3.378 1.953 -0.76
F 0.603 -2.460 0.109 -0.48
S -2.562 -1.497 1.433 2.36
O -2.331 -1.769 2.821 -0.77
O -3.743 -2.097 0.870 -0.76
F -3.013 0.068 1.485 -0.50
```

Properties
- Frontier orbital gap: 2.441 eV
- HOMO energy: -0.3205 Eh
- Strongest force on any atom: 10.9 eV/Å
- Calculated total energy: -151820.849 eV
- LUMO level: -6.281 eV
- Charge: -1
- Energy above the lowest of the compared OMol25 structures with the same formula, charge and spin: 3.706 eV